# C4H8

A cluster of 2 separate species, C4H8 in total at a distorted geometry (ωB97M-V with the def2-TZVPD basis set, the OMol25 dataset).

spin multiplicity	1
SMILES	C=C.C=C
relative energy (zero: lowest compared OMol25 entry of this formula, charge and spin)	151.15	kJ/mol
charge	0
E_HOMO	-9.7	eV

Geometry as XYZ:
```
12
Properties=species:S:1:pos:R:3:lowdin_charge:R:1
C 0.00000 0.00000 0.00000 -0.08
C 1.30380 0.36344 -0.30126 -0.08
H -0.69525 -0.45890 -0.71222 0.04
H -0.37117 0.21319 1.00896 0.04
H 1.72902 0.16521 -1.29177 0.04
H 1.97554 0.75076 0.47332 0.04
C 2.49222 -3.07008 -1.09589 -0.09
C 1.31853 -3.26813 -1.70148 -0.09
H 3.48122 -3.09840 -1.56737 0.05
H 2.43754 -2.76503 -0.04462 0.04
H 1.24921 -3.50281 -2.76981 0.05
H 0.38803 -3.24881 -1.12268 0.05
```


# C38H48BClGe2N6O5SY

A structure of composition C38H48BClGe2N6O5SY (ωB97M-V with the def2-TZVPD basis set, the OMol25 dataset).

spin multiplicity	2
relative energy (zero: lowest compared OMol25 entry of this formula, charge and spin)	39.80	kJ/mol
charge	0
E_HOMO (spin up / spin down)	-6.9 / -8.2	eV

Geometry as XYZ:
```
103
Properties=species:S:1:pos:R:3:mulliken_spin:R:1
Y 0.50664 -0.39430 0.84938 0.22
C 1.51581 -0.92192 4.71739 0.00
C 2.56061 -1.12203 3.67079 0.00
C 3.93747 -1.17277 3.89723 0.00
C 4.50692 -1.39341 2.65964 0.00
C 5.95037 -1.51533 2.30222 0.00
N 3.51033 -1.47256 1.76257 0.00
N 2.30120 -1.29938 2.37356 0.00
B 3.65334 -1.79067 0.25926 0.00
N 2.59147 -2.81825 -0.16084 0.00
N 1.25152 -2.55396 -0.14518 0.00
C 0.64847 -3.66231 -0.59688 0.00
C -0.82530 -3.83399 -0.75577 0.00
C 1.60041 -4.63679 -0.89323 0.00
C 2.82223 -4.06374 -0.60345 0.00
C 4.18204 -4.66549 -0.73159 0.00
N 3.53643 -0.50354 -0.57868 0.00
N 2.47086 0.33292 -0.44187 0.08
C 2.76383 1.44337 -1.12227 -0.04
C 1.82673 2.59322 -1.24480 0.14
C 4.02078 1.31654 -1.71617 0.00
C 4.48109 0.06796 -1.34445 0.00
C 5.77144 -0.59376 -1.69776 0.00
H 1.99983 -0.75091 5.67804 0.00
H 0.88192 -0.07077 4.48560 0.00
H 0.87220 -1.79674 4.80409 0.00
H 4.44779 -1.06467 4.83955 0.00
H 6.55478 -1.40183 3.20021 0.00
H 6.17607 -2.48310 1.85369 0.00
H 6.24709 -0.74155 1.59282 0.00
H 4.73128 -2.26207 0.06808 0.00
H -1.33515 -3.84516 0.20790 0.00
H -1.26213 -3.03463 -1.35012 0.00
H -1.01781 -4.78553 -1.24922 0.00
H 1.41904 -5.62803 -1.27290 0.00
H 4.08829 -5.68213 -1.10883 0.00
H 4.80897 -4.09890 -1.42006 0.00
H 4.69441 -4.70047 0.23003 0.00
H 1.40448 2.89715 -0.28711 -0.03
H 2.34400 3.45281 -1.66946 0.00
H 1.00585 2.34260 -1.91895 0.00
H 4.52712 2.04139 -2.33105 0.00
H 6.33535 0.05404 -2.36627 0.00
H 6.38100 -0.79226 -0.81616 0.00
H 5.60298 -1.54506 -2.20312 0.00
Cl -6.59693 -3.04855 2.21538 0.00
C -5.04779 -2.51372 1.63264 0.00
C -4.86373 -2.31583 0.25315 0.00
C -3.66760 -1.87142 -0.23630 0.01
C -2.58005 -1.58006 0.62440 0.00
O -1.46438 -1.13563 0.14426 -0.01
C -2.77815 -1.81649 2.01113 -0.01
C -1.74909 -1.56691 2.96364 0.00
O -0.61911 -1.12468 2.73196 0.02
C -4.02239 -2.27743 2.49631 0.00
H -5.68971 -2.50604 -0.41977 0.00
H -3.53770 -1.69370 -1.29342 0.00
H -1.99847 -1.79265 4.01308 0.00
H -4.15367 -2.43360 3.56043 0.00
C 0.08595 2.67999 4.03073 0.01
S 0.17726 2.41465 2.28800 -0.03
O 0.42370 3.69143 1.67894 0.00
O 1.27658 1.43150 2.06779 0.00
O -1.07469 1.74379 1.89417 0.00
H 1.06152 3.01896 4.37144 0.00
H -0.20012 1.75494 4.52334 0.00
H -0.66395 3.44949 4.19869 0.00
C 0.31985 -0.68407 -3.12500 0.01
Ge -1.31743 0.39722 -3.13476 0.14
C -1.20318 1.59206 -4.69707 0.03
C -2.75334 -0.89561 -3.49687 0.03
Ge -1.66722 1.69014 -1.03620 0.08
C -1.50329 3.63166 -1.24114 0.16
C -0.82989 4.23877 -2.30011 0.02
C -0.75286 5.62154 -2.39888 -0.02
C -1.34285 6.41874 -1.42951 0.04
C -2.01234 5.82846 -0.36612 -0.02
C -2.09172 4.44828 -0.27434 0.02
C -3.52184 1.47627 -0.40626 0.11
C -4.53032 1.36045 -1.36319 -0.02
C -5.86338 1.23670 -0.99316 0.01
C -6.21274 1.24260 0.34966 0.00
C -5.22446 1.38742 1.31289 0.00
C -3.89217 1.50185 0.93902 0.03
H 0.32151 -1.27196 -4.04619 0.00
H 0.34566 -1.38342 -2.28710 -0.01
H 1.22628 -0.08100 -3.10171 0.00
H -1.30602 0.99189 -5.60326 0.00
H -0.23666 2.09536 -4.73156 0.00
H -1.98725 2.34867 -4.68612 0.00
H -2.67951 -1.18281 -4.54778 0.00
H -3.75352 -0.50824 -3.31172 0.00
H -2.60213 -1.78985 -2.89240 -0.01
H -0.36213 3.63416 -3.06662 0.00
H -0.23148 6.07527 -3.23276 0.00
H -1.27994 7.49726 -1.50082 0.00
H -2.46959 6.44683 0.39621 0.00
H -2.61196 3.99848 0.56343 0.01
H -4.28033 1.37744 -2.41928 0.00
H -6.62879 1.14524 -1.75426 0.00
H -7.25029 1.14408 0.64379 0.00
H -5.49178 1.40336 2.36285 0.00
H -3.13244 1.61473 1.70040 0.02
```


# C2H3F2N

A cluster of 2 separate species, C2H3F2N in total at a distorted geometry (ωB97M-V with the def2-TZVPD basis set, the OMol25 dataset).

spin multiplicity	1
relative energy (zero: lowest compared OMol25 entry of this formula, charge and spin)	305.26	kJ/mol
charge	0
E_HOMO (spin up / spin down)	-10.7 / -10.7	eV

Geometry as XYZ:
```
8
Properties=species:S:1:pos:R:3:lowdin_charge:R:1
C -0.48660 -0.10007 -0.36226 -0.21
C 0.67614 -0.40389 0.38927 -0.09
N -1.54258 0.11704 0.31137 0.15
F 1.91257 1.42489 0.04585 -0.44
F 1.62787 -1.02412 -0.14753 0.17
H -0.49611 -0.11018 -1.38018 0.10
H 0.59003 -0.36469 1.57236 0.19
H -2.28131 0.46102 -0.42888 0.12
```


# C4H3NOS

The molecule C4H3NOS at a distorted geometry (ωB97M-V with the def2-TZVPD basis set, the OMol25 dataset).

spin multiplicity	1
SMILES	O=C=N/C=C\C=S
relative energy (zero: lowest compared OMol25 entry of this formula, charge and spin)	57.39	kJ/mol
charge	0
E_HOMO	-8.6	eV

Geometry as XYZ:
```
10
Properties=species:S:1:pos:R:3:lowdin_charge:R:1
O 4.19700 -1.57677 1.35922 0.18
C 3.20992 -1.06130 1.04052 -0.27
N 2.18728 -0.42474 0.86100 0.12
C 1.27773 0.17144 0.05716 -0.14
C -0.01181 -0.22208 -0.01583 -0.20
C -0.68060 -1.27334 0.61036 -0.68
S -0.16015 -2.36282 1.68540 0.70
H 1.71068 1.10265 -0.45492 0.15
H -0.53190 0.50068 -0.69891 0.12
H -1.66915 -1.24103 0.35989 0.01
```


# C48H62BrMoO3Sb2Si

A structure of composition C48H62BrMoO3Sb2Si (ωB97M-V with the def2-TZVPD basis set, the OMol25 dataset).

spin multiplicity	3
charge	+3
E_HOMO (spin up / spin down)	-15.9 / -15.8	eV

Geometry as XYZ:
```
118
Properties=species:S:1:pos:R:3:mulliken_spin:R:1
Mo -0.22652 0.18017 0.74812 2.08
C -3.60423 -0.38353 2.57866 0.01
C -4.66370 0.12743 1.60072 0.00
C -4.26338 1.38203 0.82851 -0.01
Sb -2.57649 1.20372 -0.46885 -0.10
C -3.24208 -0.08920 -1.98646 0.00
C -4.60709 -0.18201 -2.25265 0.00
C -5.05901 -0.99402 -3.28281 0.00
C -4.15027 -1.69875 -4.06225 0.00
C -2.78895 -1.59514 -3.81155 0.00
C -2.33314 -0.79421 -2.77265 0.00
C -2.50994 3.08478 -1.40650 0.00
C -2.80622 4.24170 -0.69107 0.00
C -2.85810 5.46283 -1.34926 0.00
C -2.61199 5.52634 -2.71461 0.00
C -2.30407 4.37246 -3.42397 0.00
C -2.25102 3.14787 -2.77273 0.01
Sb -2.11875 -1.63444 1.69324 -0.10
C -1.19327 -2.53511 3.35100 -0.01
C -0.62649 -3.80239 3.23369 0.01
C -0.06281 -4.40644 4.34843 0.00
C -0.05821 -3.74584 5.57222 0.00
C -0.61314 -2.47777 5.68553 0.00
C -1.18419 -1.86840 4.57457 -0.01
C -3.20493 -3.16066 0.76803 -0.02
C -3.99287 -3.90541 1.64685 0.00
C -4.79270 -4.92060 1.14591 0.00
C -4.79693 -5.19138 -0.21714 0.00
C -4.00109 -4.45287 -1.08195 0.00
C -3.20040 -3.43008 -0.59440 0.00
H -4.05657 -1.01953 3.34200 0.00
H -3.09437 0.43720 3.08761 0.00
H -5.55506 0.37487 2.18245 0.00
H -4.97292 -0.66588 0.91377 0.00
H -4.04600 2.20601 1.51106 0.00
H -5.07931 1.71596 0.18617 0.00
H -5.33141 0.37121 -1.66665 0.00
H -6.11946 -1.06797 -3.48350 0.00
H -4.50488 -2.32094 -4.87330 0.00
H -2.08005 -2.13544 -4.42551 0.00
H -1.26658 -0.72477 -2.59262 0.00
H -3.02041 4.20623 0.37113 0.00
H -3.10900 6.36039 -0.79983 0.00
H -2.67539 6.47600 -3.22940 0.00
H -2.13016 4.42136 -4.49108 0.00
H -2.04753 2.24658 -3.34085 0.00
H -0.64877 -4.33785 2.29110 0.00
H 0.35830 -5.39968 4.26605 0.00
H 0.36719 -4.22853 6.44220 0.00
H -0.62351 -1.97208 6.64230 0.00
H -1.63588 -0.88791 4.68300 0.00
H -3.98367 -3.71652 2.71534 0.00
H -5.40650 -5.50274 1.81981 0.00
H -5.41877 -5.98737 -0.60414 0.00
H -3.99902 -4.67411 -2.14098 0.00
H -2.58633 -2.86015 -1.27670 0.00
C -0.21107 4.54825 6.00964 0.00
O 0.74994 3.51778 6.27784 0.01
C 0.90669 2.52721 5.42488 0.01
C 1.85470 1.54642 5.79270 -0.01
C 2.08158 0.48616 4.97298 0.01
C 1.39974 0.32807 3.73816 0.04
C 1.65328 -0.81343 2.92504 0.01
C 2.56201 -1.91004 3.35771 0.00
O 1.10255 -0.95853 1.78700 0.00
C 0.44959 1.31823 3.39952 0.04
O -0.32534 1.25319 2.27685 -0.03
C 0.20440 2.40090 4.22217 0.00
H -0.16049 5.22100 6.85785 0.00
H -1.21282 4.12435 5.93659 0.00
H 0.05013 5.08488 5.09726 0.00
H 2.38148 1.66636 6.72916 0.00
H 2.80793 -0.25631 5.27123 0.00
H 3.55846 -1.52964 3.58482 0.00
H 2.62853 -2.65652 2.57196 0.00
H 2.16448 -2.37056 4.26506 0.00
H -0.53761 3.12313 3.91607 0.00
C 5.25655 1.31780 -2.91231 0.00
C 4.20452 2.33803 -3.35750 0.00
C 3.19497 1.61863 -4.26606 0.00
C 4.91395 3.46551 -4.16702 0.00
Si 3.39909 3.35998 -2.01374 -0.01
Br 0.89843 0.77278 -1.32850 0.06
C 2.05026 4.58510 -2.45207 0.00
C 2.83586 5.92779 -2.46207 0.00
C 1.38642 4.39247 -3.81733 0.00
C 0.94265 4.65577 -1.38271 0.00
C 4.18792 3.41948 -0.30748 0.00
C 5.58123 4.06097 -0.52991 0.00
C 3.44689 4.23796 0.75373 0.00
C 4.35891 1.98662 0.23565 0.01
H 5.73813 0.92025 -3.80860 0.00
H 4.80645 0.47624 -2.38422 0.00
H 6.04177 1.74212 -2.29056 0.00
H 3.75401 1.09938 -5.04823 0.00
H 2.50027 2.29370 -4.75631 0.00
H 2.62505 0.86235 -3.72253 0.00
H 5.43612 2.99203 -5.00258 0.00
H 5.66899 3.99982 -3.58376 0.00
H 4.21992 4.18935 -4.59518 0.00
H 3.56093 5.98607 -3.27558 0.00
H 3.34978 6.13467 -1.52152 0.00
H 2.11544 6.73609 -2.61436 0.00
H 2.09444 4.39302 -4.64404 0.00
H 0.70063 5.22792 -3.97820 0.00
H 0.79860 3.47367 -3.85653 0.00
H 1.29293 5.06062 -0.43872 0.00
H 0.47695 3.68421 -1.20178 0.01
H 0.15614 5.31819 -1.75333 0.00
H 5.50811 5.10598 -0.83851 0.00
H 6.19229 3.52820 -1.25649 0.00
H 6.12051 4.04077 0.42073 0.00
H 3.28385 5.27423 0.46345 0.00
H 4.06363 4.25073 1.65617 0.00
H 2.48491 3.79310 1.01431 0.00
H 5.01520 1.37283 -0.37563 0.00
H 3.39993 1.46998 0.33556 -0.01
H 4.80670 2.05317 1.23103 0.00
```